This record from OMol25 describes a 2-piece molecular cluster, C3H5BrS overall. The level of theory is ωB97M-V/def2-TZVPD.

Output
DFT total energy, a.u.: -3089.3501
LUMO level, eV: -0.08
Relative energy (zero: lowest compared OMol25 entry of this formula, charge and spin), kJ/mol: 364.79
Orbital gap, eV: 8.65

```
10
Properties=species:S:1:pos:R:3:lowdin_charge:R:1
Br -2.22 -0.85 0.29 0.596
S 1.68 -2.15 0.25 0.669
C -1.00 0.60 0.61 -0.664
C 1.52 -0.99 -0.91 -0.479
C -1.00 1.63 -0.22 -0.105
H -0.23 2.26 0.12 0.038
H 2.74 -1.77 0.97 -0.141
H 0.70 -1.32 -1.63 -0.048
H -0.46 0.64 1.53 0.046
H -1.73 1.95 -1.01 0.090
```



This record from OMol25 describes C3H5CaO3 as an isolated structure. The level of theory is ωB97M-V/def2-TZVPD.

Output
DFT total energy, a.u.: -1020.1528
Net charge: +1
LUMO level (alpha / beta), eV: -4.83 / -5.44
Relative energy (zero: lowest compared OMol25 entry of this formula, charge and spin), kJ/mol: 760.72
Orbital gap (alpha / beta), eV: 8.73 / 6.21

```
12
Properties=species:S:1:pos:R:3:lowdin_charge:R:1
Ca 0.55 -0.23 2.06 1.535
O 2.81 -0.27 -0.49 0.144
O 0.90 0.62 -0.72 0.022
O -1.08 -1.01 1.16 -0.477
C 1.71 0.06 0.10 -0.355
C -1.33 -0.23 0.01 -0.497
C -0.44 0.93 -0.21 -0.038
H 3.28 -0.95 0.01 0.133
H -1.07 -0.94 -0.81 0.111
H -0.63 1.96 0.09 0.135
H -2.31 0.26 0.22 0.111
H -2.41 -0.19 -1.41 0.174
```



This record from OMol25 describes C3H5CdO3 as an isolated structure. The level of theory is ωB97M-V/def2-TZVPD.

Output
DFT total energy, a.u.: -510.2503
Net charge: +1
LUMO level, eV: -6.20
Relative energy (zero: lowest compared OMol25 entry of this formula, charge and spin), kJ/mol: 629.89
Orbital gap, eV: 7.49

```
12
Properties=species:S:1:pos:R:3:lowdin_charge:R:1
Cd 0.54 -0.71 0.31 1.512
O -0.98 -0.63 1.67 -0.340
O 2.51 -1.04 0.47 -0.163
O 0.22 0.33 1.87 -0.372
C -0.80 -2.66 2.86 0.065
C 3.62 -0.54 0.34 0.028
C -1.19 -1.40 2.78 -0.248
H 3.77 0.51 0.67 0.123
H -0.08 -3.10 2.17 0.059
H -1.75 -0.87 3.56 0.134
H -1.04 -3.23 3.76 0.080
H 4.45 -1.14 -0.05 0.123
```



This record from OMol25 describes C3H5CdO3 as an isolated structure. The level of theory is ωB97M-V/def2-TZVPD.

Output
DFT total energy, a.u.: -509.9798
Net charge: +2
LUMO level (alpha / beta), eV: -9.04 / -11.46
Relative energy (zero: lowest compared OMol25 entry of this formula, charge and spin), kJ/mol: 0.00
Spin multiplicity: 2
Orbital gap (alpha / beta), eV: 8.83 / 10.27

```
12
Properties=species:S:1:pos:R:3:lowdin_charge:R:1
Cd 0.38 0.35 -4.07 1.171
O -3.55 -0.12 -0.72 0.428
O -0.84 -0.73 -2.31 -0.272
O -1.39 0.59 -0.29 0.194
C -0.06 -0.16 -0.18 0.053
C -2.43 0.14 -0.74 -0.167
C -0.13 -1.27 -1.19 -0.175
H 0.86 -1.66 -1.46 0.151
H -1.51 -1.35 -2.65 0.130
H -0.06 -0.50 0.86 0.172
H -0.67 -2.12 -0.75 0.160
H 0.70 0.58 -0.44 0.155
```



This record from OMol25 describes a 2-piece molecular cluster, C3H5Cl overall. The level of theory is ωB97M-V/def2-TZVPD.

Output
DFT total energy, a.u.: -577.3091
LUMO level, eV: -0.83
Relative energy (zero: lowest compared OMol25 entry of this formula, charge and spin), kJ/mol: 430.89
Orbital gap, eV: 8.28

```
9
Properties=species:S:1:pos:R:3:lowdin_charge:R:1
Cl -3.23 0.03 -0.35 0.590
C -0.14 0.35 0.57 -0.134
C -3.25 -0.16 1.27 -0.480
C 0.14 0.10 -0.66 -0.118
H 0.55 0.71 -1.48 0.056
H -0.59 -0.28 1.25 0.007
H -0.20 -0.83 -1.18 0.058
H -3.99 0.69 1.67 -0.033
H 0.05 1.31 1.00 0.055
```



This record from OMol25 describes an isolated ion of composition C3H5Cl3N3 and charge +1. The level of theory is ωB97M-V/def2-TZVPD.

Output
DFT total energy, a.u.: -1661.8089
Net charge: +1
LUMO level, eV: -6.47
Relative energy (zero: lowest compared OMol25 entry of this formula, charge and spin), kJ/mol: 0.00
SMILES string: [H]/N=[NH+]/C[C@@H](Cl)N=C(Cl)Cl
Orbital gap, eV: 8.12

```
14
Properties=species:S:1:pos:R:3:lowdin_charge:R:1
Cl 0.05 2.41 0.23 0.612
Cl -3.07 -1.33 0.55 0.761
Cl -2.19 0.79 -1.19 0.641
N 0.24 -1.41 -1.00 0.279
N -0.92 -0.04 1.04 -0.043
N 0.95 -0.41 -0.93 -0.002
C -1.88 -0.17 0.24 -1.226
C 1.39 0.00 0.34 -0.129
C 0.19 0.78 1.02 -0.657
H -0.17 -1.63 -1.91 0.144
H 0.49 0.97 2.06 0.125
H 1.09 0.26 -1.71 0.204
H 2.25 0.67 0.29 0.138
H 1.58 -0.88 0.97 0.152
```



This record from OMol25 describes a 2-piece molecular cluster, C3H5Cl5Si overall. The level of theory is ωB97M-V/def2-TZVPD.

Output
DFT total energy, a.u.: -2707.7773
LUMO level (alpha / beta), eV: -1.71 / -0.83
Relative energy (zero: lowest compared OMol25 entry of this formula, charge and spin), kJ/mol: 411.71
Orbital gap (alpha / beta), eV: 6.84 / 7.76

```
14
Properties=species:S:1:pos:R:3:lowdin_charge:R:1
Cl -2.64 -0.18 1.00 0.638
Cl 3.26 -1.11 -3.15 0.261
Cl 0.05 0.17 -3.05 0.272
Cl 0.68 -2.94 -2.61 0.249
Cl -1.02 -0.67 3.43 0.378
Si 1.42 -1.10 -2.36 -0.741
C 0.02 0.32 1.06 -0.215
C -1.04 -0.65 1.45 -0.964
C -0.17 1.76 0.64 -0.101
H -1.27 1.75 0.45 0.043
H -0.85 -1.62 1.34 -0.002
H 0.19 1.87 -0.38 0.044
H 0.97 -0.12 1.06 0.064
H 0.40 2.51 1.13 0.074
```



This record from OMol25 describes one molecule with the formula C3H5ClINO. The level of theory is ωB97M-V/def2-TZVPD.

Output
DFT total energy, a.u.: -1005.1437
LUMO level, eV: -0.54
Relative energy (zero: lowest compared OMol25 entry of this formula, charge and spin), kJ/mol: 98.74
SMILES string: [H]/N=C/[C@](Cl)(I)CO
Orbital gap, eV: 9.18

```
12
Properties=species:S:1:pos:R:3:lowdin_charge:R:1
I -0.77 2.31 1.28 0.769
Cl -0.22 1.41 -1.80 0.616
O -0.91 -1.27 -1.13 -0.096
N 1.70 -0.44 1.02 0.117
C 1.30 0.43 0.14 -0.358
C -1.14 -0.40 -0.04 -0.426
C -0.13 0.69 -0.16 -1.116
H 1.95 1.00 -0.51 0.089
H -2.20 -0.06 -0.12 0.115
H -0.99 -0.90 0.94 0.122
H -1.27 -2.05 -0.64 0.111
H 2.68 -0.72 1.01 0.058
```



This record from OMol25 describes a 2-piece molecular cluster, C3H5ClN2 overall. The level of theory is ωB97M-V/def2-TZVPD.

Output
DFT total energy, a.u.: -686.8720
LUMO level, eV: 0.79
Relative energy (zero: lowest compared OMol25 entry of this formula, charge and spin), kJ/mol: 325.54
SMILES string: C=C=N.C=NCl
Orbital gap, eV: 9.30

```
11
Properties=species:S:1:pos:R:3:lowdin_charge:R:1
Cl -1.67 1.74 -0.03 0.563
N -1.40 0.04 0.25 -0.442
N 1.37 0.96 -1.32 0.140
C -2.06 -0.81 -0.37 -0.122
C 1.19 0.59 1.13 -0.039
C 1.43 0.93 -0.10 -0.305
H -2.59 -0.57 -1.21 0.035
H 0.31 0.91 1.54 -0.021
H -1.93 -1.81 0.06 0.095
H 1.62 -0.15 1.73 0.046
H 2.06 1.45 -1.84 0.051
```



This record from OMol25 describes one molecule with the formula C3H5ClN2. The level of theory is ωB97M-V/def2-TZVPD.

Output
DFT total energy, a.u.: -686.9908
LUMO level, eV: 0.59
Relative energy (zero: lowest compared OMol25 entry of this formula, charge and spin), kJ/mol: 13.39
SMILES string: [H]/N=C(N)/C=C/Cl
Orbital gap, eV: 9.80

```
11
Properties=species:S:1:pos:R:3:lowdin_charge:R:1
Cl -2.52 -0.11 0.00 0.641
N 1.78 1.34 -0.01 0.094
N 2.58 -0.90 -0.07 0.090
C 0.13 -0.46 -0.01 -0.123
C 1.53 0.06 0.04 -0.450
C -0.89 0.39 0.00 -0.567
H 2.78 1.52 -0.15 0.043
H -0.05 -1.49 -0.16 0.080
H 2.33 -1.83 0.21 0.070
H 3.45 -0.62 0.36 0.083
H -0.72 1.39 0.15 0.039
```



This record from OMol25 describes one molecule with the formula C3H5ClN2O. The level of theory is ωB97M-V/def2-TZVPD.

Output
DFT total energy, a.u.: -762.2131
LUMO level, eV: 0.76
Relative energy (zero: lowest compared OMol25 entry of this formula, charge and spin), kJ/mol: 168.17
SMILES string: NN1C[C@@H](Cl)C1=O
Orbital gap, eV: 10.51

```
12
Properties=species:S:1:pos:R:3:lowdin_charge:R:1
Cl 2.10 -0.01 -0.38 0.649
O -0.44 1.87 0.21 0.089
N -1.27 -0.34 0.02 -0.147
N -2.56 -0.26 -0.48 0.083
C -0.40 0.67 0.29 -0.535
C 0.70 -0.34 0.63 -0.596
C -0.32 -1.47 0.28 -0.073
H -0.60 -2.05 1.15 0.109
H -2.48 0.08 -1.44 0.095
H -3.05 0.48 0.04 0.098
H 1.01 -0.21 1.68 0.113
H -0.14 -2.03 -0.64 0.115
```



This record from OMol25 describes a 2-piece molecular cluster, C3H5ClO overall. The level of theory is ωB97M-V/def2-TZVPD.

Output
DFT total energy, a.u.: -652.5809
LUMO level, eV: -0.02
Relative energy (zero: lowest compared OMol25 entry of this formula, charge and spin), kJ/mol: 400.22
SMILES string: C#CC.OCl
Orbital gap, eV: 9.79

```
10
Properties=species:S:1:pos:R:3:lowdin_charge:R:1
Cl -0.48 -1.75 -4.03 0.542
O 0.07 -1.78 -2.41 -0.573
C -0.44 0.60 0.25 -0.197
C 0.41 0.43 1.44 -0.105
C -1.12 0.82 -0.73 0.077
H 0.55 1.34 1.87 0.035
H 1.22 -0.20 1.07 0.083
H -0.31 -2.45 -1.86 0.018
H -1.84 1.19 -1.44 0.030
H -0.07 -0.09 2.29 0.090
```